# 1
This record from OMol25 describes a molecular structure, C17H17BrCaN8O6S2. The level of theory is ωB97M-V/def2-TZVPD.

maximum force = 0.928 eV Å⁻¹
Kohn-Sham gap = 8.358 eV
energy above the lowest of the compared OMol25 structures with the same formula, charge and spin = 14.89 kcal/mol
LUMO level = -0.2 eV

CARTESIAN COORDINATES (ANGSTROEM)
Br1 -0.64 -5.43 -4.03
Ca1 -0.69 1.39 -0.31
S1 -0.94 1.25 2.59
S2 2.75 2.51 1.38
O1 0.90 1.83 -1.88
O2 -1.61 1.91 3.66
O3 -1.81 0.64 1.58
O4 -1.20 -0.52 -1.53
O5 2.95 2.67 -2.27
O6 0.39 -0.65 0.03
N1 -2.59 2.32 -1.69
N2 0.11 4.14 -0.86
N3 -2.96 2.83 -0.51
N4 0.15 2.18 1.79
N5 -4.53 1.42 -1.17
N6 -3.48 0.75 -3.20
N7 -3.53 1.49 -2.01
N8 1.33 4.03 -1.54
C1 1.43 1.77 2.01
C2 0.22 0.10 3.20
C3 1.69 2.77 -1.89
C4 -0.42 -4.63 -2.33
C5 -0.21 -5.43 -1.22
C6 -0.37 -1.18 -0.82
C7 2.37 -1.35 4.01
C8 -0.03 -1.03 3.96
C9 -0.04 -4.84 0.02
C10 -0.08 -3.46 0.14
C11 -0.49 -3.25 -2.22
C12 1.08 -1.76 4.36
C13 2.58 -0.21 3.26
C14 1.48 0.52 2.85
C15 3.40 1.32 -2.50
C16 -0.32 -2.67 -0.98
C17 -4.13 2.27 -0.24
H1 2.07 4.69 -1.35
H2 0.07 -2.98 1.10
H3 3.21 -1.94 4.34
H4 -4.69 2.47 0.66
H5 0.28 4.25 0.14
H6 -4.08 -0.06 -3.01
H7 -2.53 0.39 -3.24
H8 -0.41 4.92 -1.23
H9 0.95 -2.66 4.95
H10 4.46 1.41 -2.70
H11 3.58 0.12 2.98
H12 -1.04 -1.33 4.23
H13 -0.16 -6.51 -1.34
H14 0.13 -5.45 0.89
H15 -0.69 -2.64 -3.09
H16 2.88 0.90 -3.35
H17 3.23 0.72 -1.61

=====

# 2
This record from OMol25 describes C17H17ClN2O3 in the gas phase. The level of theory is ωB97M-V/def2-TZVPD.

structure (SMILES) = COc1cccc(NC(=O)CCNC(=O)c2ccccc2Cl)c1
maximum force = 0.729 eV Å⁻¹
Kohn-Sham gap = 9.103 eV
energy above the lowest of the compared OMol25 structures with the same formula, charge and spin = 19.09 kcal/mol
LUMO level = 0.8 eV

CARTESIAN COORDINATES (ANGSTROEM)
Cl1 -3.53 -1.85 2.09
O1 4.09 -1.52 1.47
O2 -1.08 0.11 1.80
O3 -0.31 2.39 -1.40
N1 0.97 1.84 0.40
N2 -2.33 1.76 0.90
C1 1.62 0.25 -1.35
C2 -3.83 -2.42 -0.52
C3 3.21 -1.48 -0.80
C4 3.30 -1.00 0.50
C5 0.02 2.55 -0.24
C6 -3.64 -2.18 -1.87
C7 -2.91 -1.08 -2.29
C8 -0.69 3.57 0.65
C9 4.87 -2.65 1.18
C10 2.37 -0.85 -1.71
C11 -3.28 -1.56 0.41
C12 -1.90 0.47 0.99
C13 -2.55 -0.44 0.00
C14 1.70 0.73 -0.05
C15 -2.37 -0.21 -1.36
C16 -1.65 2.82 1.60
C17 2.54 0.11 0.86
H1 0.97 0.73 -2.07
H2 -2.76 -0.90 -3.34
H3 -4.39 -3.28 -0.18
H4 -2.92 2.01 0.12
H5 1.09 2.02 1.39
H6 -4.06 -2.86 -2.60
H7 0.03 4.15 1.23
H8 -1.79 0.64 -1.68
H9 5.59 -2.45 0.38
H10 -1.10 2.34 2.41
H11 -1.25 4.24 0.00
H12 -2.38 3.51 2.02
H13 3.78 -2.34 -1.12
H14 5.40 -2.89 2.09
H15 2.30 -1.23 -2.72
H16 4.24 -3.50 0.89
H17 2.61 0.46 1.88

=====

# 3
This record from OMol25 describes 2 unconnected molecules or ions with the total composition C17H17N2O3. The level of theory is ωB97M-V/def2-TZVPD.

total charge = -1
maximum force = 5.787 eV Å⁻¹
Kohn-Sham gap = 5.081 eV
energy above the lowest of the compared OMol25 structures with the same formula, charge and spin = 0.00 kcal/mol
LUMO level = 2.3 eV

CARTESIAN COORDINATES (ANGSTROEM)
O1 -1.59 -2.50 2.27
O2 -1.56 -1.38 4.35
O3 -1.03 1.49 -0.09
N1 -1.71 2.79 -3.57
N2 6.67 2.32 -3.41
C1 2.36 0.25 -3.40
C2 -2.30 -3.32 3.19
C3 5.52 2.11 -3.42
C4 -2.53 -0.04 0.91
C5 1.41 1.28 -3.39
C6 -2.30 -2.58 4.54
C7 -0.08 -0.58 2.54
C8 0.03 0.99 -3.39
C9 -1.46 -1.20 2.91
C10 3.22 2.88 -3.42
C11 4.16 1.84 -3.42
C12 0.02 -0.30 1.03
C13 -2.63 -0.29 2.42
C14 -1.17 0.48 0.55
C15 1.88 2.61 -3.41
C16 -0.91 1.93 -3.46
C17 3.70 0.53 -3.41
H1 0.07 0.34 3.11
H2 0.10 -1.24 0.47
H3 -2.72 -0.97 0.36
H4 -3.57 -0.77 2.68
H5 -3.31 -3.48 2.79
H6 3.57 3.90 -3.42
H7 4.42 -0.28 -3.42
H8 0.93 0.28 0.81
H9 -3.31 -2.31 4.88
H10 -2.60 0.66 2.97
H11 2.02 -0.77 -3.41
H12 -1.79 -4.29 3.24
H13 0.70 -1.28 2.86
H14 -3.28 0.68 0.58
H15 1.16 3.42 -3.41
H16 -0.27 -0.04 -3.37
H17 -1.80 -3.16 5.33

=====

# 4
This record from OMol25 describes a molecular structure, C17H17N2O5Pb. The level of theory is ωB97M-V/def2-TZVPD.

total charge = +1
maximum force = 1.177 eV Å⁻¹
Kohn-Sham gap = 8.302 eV
energy above the lowest of the compared OMol25 structures with the same formula, charge and spin = 0.00 kcal/mol
LUMO level = -4.2 eV

CARTESIAN COORDINATES (ANGSTROEM)
Pb1 -0.19 -0.39 0.25
O1 0.49 -2.35 -3.41
O2 -0.23 -1.06 -1.75
O3 3.47 -0.06 1.97
O4 1.27 -0.19 1.73
O5 -1.22 -2.41 1.20
N1 0.53 1.72 -0.53
N2 1.52 -2.35 -0.01
C1 0.77 -3.54 0.38
C2 2.50 -0.64 1.56
C3 1.97 3.30 -1.56
C4 -3.09 0.37 1.14
C5 -1.93 0.83 0.55
C6 -4.03 2.55 0.82
C7 -2.86 2.99 0.23
C8 1.73 2.06 -1.01
C9 -0.49 2.59 -0.54
C10 0.92 4.21 -1.61
C11 1.82 -2.29 -1.44
C12 -4.16 1.25 1.28
C13 -0.14 -3.29 1.56
C14 -0.32 3.86 -1.09
C15 2.63 -1.99 0.86
C16 -1.77 2.13 0.08
C17 0.61 -1.91 -2.30
H1 -3.17 -0.64 1.51
H2 1.44 -4.37 0.63
H3 -2.80 4.02 -0.10
H4 2.21 -3.24 -1.82
H5 -1.14 4.56 -1.12
H6 -0.54 -4.23 1.95
H7 3.58 -1.97 0.32
H8 2.59 -1.53 -1.60
H9 2.73 -2.72 1.67
H10 2.94 3.55 -1.94
H11 0.18 -3.86 -0.49
H12 -1.84 -2.87 0.61
H13 0.38 -2.78 2.37
H14 -4.86 3.24 0.93
H15 1.06 5.19 -2.04
H16 -5.08 0.92 1.74
H17 2.51 1.31 -0.95

=====

# 5
This record from OMol25 describes C17H17N5O2S in the gas phase. The level of theory is ωB97M-V/def2-TZVPD.

structure (SMILES) = CCOC(=O)c1nc(C)nc(Sc2nnc(-c3ccccc3)[nH]2)c1C
maximum force = 2.223 eV Å⁻¹
Kohn-Sham gap = 8.777 eV
energy above the lowest of the compared OMol25 structures with the same formula, charge and spin = 37.58 kcal/mol
LUMO level = -0.2 eV

CARTESIAN COORDINATES (ANGSTROEM)
S1 -1.76 -0.75 -2.53
O1 3.71 2.26 -1.49
O2 3.21 1.47 -3.57
N1 -1.04 -2.68 -0.75
N2 -2.51 -1.30 0.05
N3 0.94 2.49 -1.17
N4 -1.12 1.44 -1.19
N5 -1.33 -3.04 0.54
C1 -2.20 -2.18 1.04
C2 5.12 2.31 -1.81
C3 2.89 1.74 -2.43
C4 1.45 1.58 -1.98
C5 -3.83 -1.29 2.76
C6 -0.28 2.37 -0.74
C7 -1.77 -1.64 -1.04
C8 5.68 0.93 -1.54
C9 -4.39 -1.28 4.03
C10 -2.81 -2.99 4.71
C11 -3.90 -2.15 5.03
C12 -0.88 3.42 0.14
C13 -2.79 -2.14 2.41
C14 -0.64 0.45 -1.95
C15 1.26 -0.67 -3.16
C16 0.70 0.45 -2.34
C17 -2.27 -2.96 3.41
H1 -1.70 3.01 0.76
H2 -1.29 4.18 -0.48
H3 5.30 2.66 -2.83
H4 -3.16 -0.55 0.13
H5 2.31 -0.94 -2.90
H6 -0.04 3.81 0.74
H7 5.57 0.69 -0.47
H8 6.76 0.93 -1.80
H9 0.65 -1.58 -2.99
H10 -4.26 -0.59 2.03
H11 -2.43 -3.69 5.44
H12 -1.45 -3.63 3.15
H13 5.21 0.12 -2.12
H14 1.14 -0.40 -4.20
H15 -4.35 -2.19 6.02
H16 5.61 3.02 -1.12
H17 -5.29 -0.70 4.24

=====

# 6
This record from OMol25 describes a molecular structure, C17H17N5S. The level of theory is ωB97M-V/def2-TZVPD.

maximum force = 18.387 eV Å⁻¹
Kohn-Sham gap = 8.871 eV
energy above the lowest of the compared OMol25 structures with the same formula, charge and spin = 373.00 kcal/mol
LUMO level = 0.4 eV

CARTESIAN COORDINATES (ANGSTROEM)
S1 -1.55 1.42 1.52
N1 1.39 -2.32 -0.67
N2 -0.59 -1.07 0.03
N3 -1.63 -1.19 -3.86
N4 -2.03 -0.66 -1.76
N5 -0.28 -1.85 -2.28
C1 2.54 -1.52 2.64
C2 2.83 -3.82 2.45
C3 -0.76 2.57 -0.73
C4 -2.58 0.13 0.68
C5 -1.91 3.93 0.61
C6 -0.69 3.57 -1.83
C7 -1.51 2.53 0.38
C8 -0.93 4.79 -1.72
C9 1.77 -2.55 0.91
C10 0.23 -1.76 -0.98
C11 -1.22 -1.07 -2.44
C12 2.02 -1.25 1.47
C13 2.90 -2.82 3.22
C14 2.15 -3.79 1.25
C15 -1.74 -0.70 -0.55
C16 -1.78 4.90 -0.17
C17 1.77 0.04 1.08
H1 -0.51 1.45 -1.28
H2 -1.98 6.01 -0.09
H3 0.81 0.26 1.20
H4 2.93 -4.97 2.78
H5 -3.49 0.55 0.11
H6 2.95 -0.69 3.32
H7 1.84 0.02 0.10
H8 2.01 -4.55 0.58
H9 -1.28 -1.86 -4.37
H10 1.62 -2.94 -1.35
H11 -2.92 -0.48 1.19
H12 -2.16 4.21 1.60
H13 -1.00 5.62 -2.11
H14 3.20 -3.12 4.05
H15 -0.23 3.23 -2.63
H16 2.45 0.53 1.56
H17 -2.66 -0.76 -3.90

=====

# 7
This record from OMol25 describes C17H17NO3 in the gas phase. The level of theory is ωB97M-V/def2-TZVPD.

structure (SMILES) = O=C(O)[C@@H]1CCCN(C(=O)c2cccc3ccccc23)C1
maximum force = 0.721 eV Å⁻¹
Kohn-Sham gap = 8.818 eV
energy above the lowest of the compared OMol25 structures with the same formula, charge and spin = 0.00 kcal/mol
LUMO level = 0.4 eV

CARTESIAN COORDINATES (ANGSTROEM)
O1 -0.24 1.37 -2.24
O2 -5.07 -0.42 0.71
O3 -5.01 -0.07 -1.49
N1 -0.99 1.01 -0.14
C1 1.51 -1.30 -0.95
C2 2.22 -2.47 -0.91
C3 3.53 -2.49 -0.42
C4 -2.37 0.99 -0.56
C5 1.99 2.29 -0.08
C6 2.10 -0.09 -0.50
C7 1.39 1.14 -0.51
C8 4.13 -1.34 0.02
C9 4.01 1.09 0.43
C10 -2.94 -0.44 -0.44
C11 -4.44 -0.33 -0.31
C12 -1.89 -0.13 1.83
C13 -0.76 0.74 1.26
C14 -2.32 -1.15 0.78
C15 -0.01 1.18 -1.06
C16 3.31 2.27 0.39
C17 3.43 -0.11 -0.01
H1 0.20 0.22 1.37
H2 -5.97 0.03 -1.40
H3 -2.94 1.68 0.07
H4 5.03 1.07 0.80
H5 -2.41 1.33 -1.60
H6 0.51 -1.28 -1.34
H7 4.08 -3.42 -0.39
H8 1.45 3.22 -0.11
H9 -3.05 -1.83 1.21
H10 -2.72 -0.99 -1.36
H11 3.77 3.19 0.72
H12 -1.45 -1.73 0.46
H13 5.14 -1.34 0.39
H14 -0.70 1.68 1.82
H15 -2.75 0.47 2.11
H16 1.77 -3.39 -1.26
H17 -1.53 -0.64 2.72

=====

# 8
This record from OMol25 describes C17H17NO4 in the gas phase. The level of theory is ωB97M-V/def2-TZVPD.

structure (SMILES) = CCc1cc(/C=N/c2ccc3c(c2)OCCO3)c(O)cc1O
maximum force = 2.764 eV Å⁻¹
Kohn-Sham gap = 7.557 eV
energy above the lowest of the compared OMol25 structures with the same formula, charge and spin = 53.30 kcal/mol
LUMO level = 0.0 eV

CARTESIAN COORDINATES (ANGSTROEM)
O1 3.17 2.76 4.40
O2 -0.85 0.39 3.51
O3 -3.43 -3.18 -1.47
O4 -3.42 -2.16 -4.16
N1 0.28 -0.17 -0.47
C1 -0.02 -0.15 0.80
C2 -1.62 -1.71 -0.98
C3 -4.63 -2.71 -3.59
C4 2.14 0.87 1.38
C5 2.43 2.00 3.53
C6 -0.66 -0.74 -1.34
C7 -4.32 -3.73 -2.48
C8 -2.57 -2.21 -1.89
C9 0.38 0.78 3.07
C10 4.10 3.44 0.88
C11 -1.48 -0.90 -3.64
C12 1.17 1.55 3.90
C13 4.26 2.18 1.75
C14 2.93 1.67 2.25
C15 -0.60 -0.36 -2.69
C16 -2.52 -1.74 -3.23
C17 0.83 0.49 1.75
H1 0.81 1.80 4.86
H2 3.40 3.23 0.07
H3 3.94 3.03 3.87
H4 -3.83 -4.61 -2.94
H5 -5.24 -1.90 -3.15
H6 5.02 3.79 0.42
H7 3.66 4.26 1.46
H8 -1.70 -2.09 0.03
H9 -1.21 -0.31 2.95
H10 -1.03 -0.48 1.14
H11 -5.25 -4.05 -2.05
H12 -5.28 -3.18 -4.36
H13 0.22 0.29 -3.02
H14 -1.38 -0.67 -4.69
H15 4.81 1.43 1.16
H16 4.94 2.40 2.61
H17 2.53 0.68 0.37

=====

# 9
This record from OMol25 describes C17H17NO4S in the gas phase. The level of theory is ωB97M-V/def2-TZVPD.

structure (SMILES) = COc1ccc(S(=O)(=O)O/N=C2\CCCc3ccccc32)cc1
maximum force = 1.153 eV Å⁻¹
Kohn-Sham gap = 9.542 eV
energy above the lowest of the compared OMol25 structures with the same formula, charge and spin = 72.59 kcal/mol
LUMO level = 0.7 eV

CARTESIAN COORDINATES (ANGSTROEM)
S1 -1.06 1.14 -0.39
O1 -0.34 -0.27 0.04
O2 -6.46 -1.17 -0.20
O3 -0.88 2.13 0.63
O4 -0.71 1.48 -1.73
N1 0.97 -0.68 0.00
C1 -4.69 0.05 0.94
C2 1.95 1.59 -0.20
C3 3.36 -1.94 -0.40
C4 4.31 1.57 0.60
C5 4.42 0.11 0.29
C6 -3.42 0.59 0.86
C7 1.97 0.10 -0.11
C8 -4.49 -0.71 -1.34
C9 5.63 -0.56 0.34
C10 -5.24 -0.60 -0.16
C11 3.27 -0.59 -0.08
C12 3.34 2.20 -0.39
C13 -3.22 -0.17 -1.41
C14 -7.28 -1.11 0.95
C15 4.57 -2.60 -0.35
C16 -2.70 0.48 -0.31
C17 5.71 -1.91 0.03
H1 6.67 -2.41 0.07
H2 1.49 1.98 0.71
H3 4.63 -3.65 -0.60
H4 5.30 2.04 0.53
H5 -8.20 -1.63 0.69
H6 3.94 1.71 1.62
H7 -5.25 0.15 1.86
H8 -7.51 -0.08 1.23
H9 1.30 1.89 -1.02
H10 -6.81 -1.62 1.80
H11 -2.97 1.11 1.70
H12 3.28 3.28 -0.24
H13 -2.63 -0.23 -2.31
H14 2.46 -2.46 -0.69
H15 3.69 2.01 -1.40
H16 6.52 -0.02 0.63
H17 -4.93 -1.22 -2.18

=====

# 10
This record from OMol25 describes a molecular structure, C17H18AsN2O6RhS2. The level of theory is ωB97M-V/def2-TZVPD.

total charge = -2
<S²> = 6.0530
maximum force = 0.513 eV Å⁻¹
multiplicity = 5
Kohn-Sham gap (alpha / beta) = 5.489 / 6.797 eV
energy above the lowest of the compared OMol25 structures with the same formula, charge and spin = 0.00 kcal/mol
LUMO level (alpha / beta) = 5.0 / 4.9 eV

CARTESIAN COORDINATES (ANGSTROEM)
Rh1 0.54 -1.15 -0.01
As1 -1.33 0.85 -2.49
S1 2.23 0.91 -1.83
S2 -0.16 -3.36 -0.35
O1 -2.69 0.75 -3.42
O2 1.24 1.68 -1.10
O3 3.52 1.54 -2.01
O4 -1.23 -0.17 -1.18
O5 2.33 -0.49 -1.36
O6 -1.32 2.56 -1.99
N1 -0.86 -2.58 2.26
N2 -2.28 -1.90 0.65
C1 0.57 3.22 4.07
C2 0.18 0.68 -3.73
C3 1.27 2.12 4.59
C4 0.90 0.85 2.53
C5 -0.94 -2.31 0.87
C6 0.19 1.99 2.02
C7 0.09 -3.53 2.75
C8 1.55 0.73 -3.48
C9 -0.25 0.49 -5.05
C10 2.46 0.60 -4.52
C11 0.66 0.35 -6.08
C12 2.02 0.42 -5.82
C13 -2.87 -1.57 1.93
C14 0.04 3.13 2.78
C15 -2.19 -2.60 2.81
C16 1.01 -0.32 1.77
C17 1.44 0.97 3.84
H1 2.74 0.32 -6.63
H2 3.52 0.67 -4.29
H3 0.31 0.20 -7.10
H4 1.99 0.13 4.25
H5 0.45 4.12 4.66
H6 0.12 -3.49 3.84
H7 -2.34 -1.20 -0.10
H8 -0.15 -4.56 2.43
H9 1.70 2.18 5.58
H10 -0.20 1.93 1.01
H11 1.08 -3.29 2.36
H12 -2.19 -2.33 3.87
H13 -3.96 -1.67 1.91
H14 -0.49 3.97 2.36
H15 -1.32 0.45 -5.22
H16 -2.61 -0.56 2.28
H17 -2.14 2.85 -2.39
H18 -2.68 -3.59 2.70

=====

# 11
This record from OMol25 describes a molecular structure, C17H18AuF6N4O5Sb. The level of theory is ωB97M-V/def2-TZVPD.

total charge = +1
<S²> = 0.7676
maximum force = 1.023 eV Å⁻¹
multiplicity = 2
Kohn-Sham gap (alpha / beta) = 8.164 / 5.355 eV
energy above the lowest of the compared OMol25 structures with the same formula, charge and spin = 53.94 kcal/mol
LUMO level (alpha / beta) = -3.8 / -6.6 eV

CARTESIAN COORDINATES (ANGSTROEM)
Au1 -0.36 0.18 0.65
Sb1 -2.37 4.26 0.43
F1 -3.33 3.61 1.98
F2 -1.40 4.75 -1.09
F3 -0.99 2.99 0.86
F4 -3.79 5.41 0.04
F5 -1.52 5.52 1.53
F6 -3.21 2.85 -0.52
O1 2.89 0.36 -0.89
O2 5.45 -4.32 -0.10
O3 -0.33 -0.46 -1.19
O4 3.90 -5.71 -1.04
O5 1.59 -0.26 0.85
N1 -2.05 2.06 3.76
N2 -4.18 0.98 1.47
N3 -0.67 0.86 2.57
N4 -2.35 0.14 0.67
C1 3.36 -4.52 -0.88
C2 -2.87 0.81 1.69
C3 5.26 -5.65 -0.59
C4 -3.33 -0.09 -0.25
C5 0.06 1.54 3.50
C6 -0.79 2.28 4.26
C7 -0.63 0.59 -2.16
C8 -4.49 0.42 0.25
C9 0.29 1.78 -2.09
C10 2.79 -1.90 -0.35
C11 1.81 -2.78 -0.91
C12 4.07 -2.32 -0.03
C13 4.33 -3.64 -0.30
C14 2.08 -4.10 -1.20
C15 2.39 -0.46 -0.16
C16 -1.95 1.23 2.72
C17 -0.54 -0.12 -3.50
H1 0.48 -0.47 -3.67
H2 -5.48 0.45 -0.15
H3 -0.05 2.53 -2.80
H4 1.13 1.44 3.56
H5 -2.87 2.60 4.00
H6 1.35 -4.76 -1.65
H7 0.84 -2.35 -1.13
H8 -1.22 -0.97 -3.55
H9 5.40 -6.36 0.22
H10 4.81 -1.65 0.38
H11 -3.14 -0.60 -1.18
H12 0.27 2.26 -1.11
H13 -1.66 0.91 -1.99
H14 5.92 -5.83 -1.43
H15 -4.80 1.53 2.04
H16 -0.80 0.57 -4.30
H17 1.32 1.51 -2.32
H18 -0.61 2.94 5.09